1.
Here is the molecule C22H40Cl2N2O8S2 at a distorted geometry from the OMol25 dataset. Energies are from the ωB97M-V functional and the def2-TZVPD basis.

```
76
C22H40Cl2N2O8S2 (the ωB97M-V functional and the def2-TZVPD basis)
C -1.8815 -1.0780 2.9036
C -2.6309 -0.6369 1.5540
C -1.5375 -0.0129 0.5582
C -0.9340 -1.2450 -0.2387
O 0.3839 -1.1107 -0.6950
C 0.7647 -0.1136 -1.6175
C 1.6022 -0.8243 -2.8011
C 1.9567 -2.3269 -2.5138
C 3.1070 -2.5580 -1.4553
C 2.5587 -3.5797 -0.3628
N 3.3124 -3.5072 0.9188
C 2.7472 -4.3408 1.9611
C 1.4193 -5.1588 1.8173
O 3.3339 -4.4125 3.0361
C -0.2585 0.8324 -2.3139
O -0.5769 2.0427 -1.5847
C -1.8176 2.5745 -2.0636
O -2.2339 3.7257 -1.3581
C -3.1296 3.4148 -0.2848
C -4.6159 3.1184 -0.7474
O -5.3300 2.4762 0.3241
C 1.8627 0.8204 -0.9161
O 1.5052 1.2194 0.4136
C 2.2760 2.3559 0.7684
N 3.7653 2.0993 0.7268
C 4.3464 2.8875 -0.0371
S 5.2240 4.0918 -0.6739
C 1.9708 2.9074 2.2127
Cl 2.4868 4.6786 2.1708
C 0.4423 2.8880 2.6153
C 0.3451 3.3276 4.1480
Cl -0.4293 4.1500 1.6456
S -2.1869 -1.9566 -1.4388
C -1.5107 -2.3438 -3.0844
O -2.7729 -3.2004 -0.8815
O -3.3098 -0.9962 -1.6497
H -0.7973 -0.7933 2.9139
H -2.3617 -0.6406 3.8145
H -1.9110 -2.1979 3.0447
H -3.0968 -1.5692 1.1524
H -3.3935 0.1279 1.8520
H -2.1048 0.6785 -0.1066
H -0.7826 0.4757 1.2137
H -0.8971 -2.0508 0.5563
H 2.5857 -0.2827 -2.9325
H 1.0836 -0.7137 -3.7971
H 1.0943 -2.9723 -2.2203
H 2.3362 -2.7529 -3.4910
H 3.4157 -1.6476 -0.8836
H 4.0216 -3.0391 -1.8868
H 1.4933 -3.2720 -0.1389
H 2.4916 -4.6303 -0.7616
H 3.2056 -2.5425 1.2594
H 0.5312 -4.4966 2.0335
H 1.3046 -5.6472 0.8075
H 1.3647 -5.9969 2.5636
H -1.2404 0.3946 -2.6322
H 0.2334 1.2037 -3.2663
H -1.6347 2.9112 -3.1303
H -2.6380 1.8062 -2.0246
H -2.7799 2.5984 0.4004
H -3.1863 4.3437 0.3527
H -4.6207 2.4080 -1.6237
H -5.1538 4.0667 -0.9858
H -4.8744 1.6604 0.5965
H 2.8801 0.3520 -0.9270
H 1.9490 1.7560 -1.5530
H 1.9990 3.1853 0.0488
H 2.6116 2.4454 3.0022
H -0.0069 1.8684 2.5618
H 0.4227 4.4332 4.2726
H 1.1512 2.7673 4.7042
H -0.6466 2.9464 4.5258
H -0.9756 -1.5088 -3.5927
H -2.4081 -2.5813 -3.7266
H -0.9197 -3.3017 -3.0519
```

Calculated values
SMILES: CCC[C@H](O[C@@](CCCCNC(C)=O)(COCOCCO)CO[C@H](N=C=S)[C@@H](Cl)[C@@H](C)Cl)S(C)(=O)=O
HOMO level in eV: -9.7658
Charge: 0
Orbital gap in eV: 9.67
Total energy in eV: -89532.7952

Charges per atom according to Mulliken partitioning, unit e:
1. C -1.05
2. C -0.16
3. C 1.40
4. C -0.66
5. O -0.32
6. C 2.27
7. C -1.14
8. C -0.62
9. C -0.62
10. C -0.21
11. N -0.36
12. C 0.52
13. C -0.70
14. O -0.56
15. C -1.63
16. O -0.14
17. C -0.42
18. O -0.43
19. C 0.09
20. C -0.34
21. O -0.57
22. C -2.12
23. O 0.00
24. C -0.43
25. N -0.61
26. C 0.44
27. S -0.26
28. C -0.22
29. Cl -0.16
30. C 0.63
31. C -1.30
32. Cl -0.13
33. S 1.48
34. C -0.93
35. O -0.77
36. O -0.67
37. H 0.22
38. H 0.33
39. H 0.29
40. H 0.26
41. H 0.32
42. H -0.52
43. H -0.91
44. H 0.72
45. H 0.33
46. H 0.62
47. H -0.04
48. H 0.57
49. H 0.15
50. H 0.44
51. H -0.04
52. H 0.42
53. H 0.28
54. H 0.08
55. H 0.28
56. H 0.32
57. H 0.39
58. H 0.55
59. H 0.24
60. H 0.26
61. H -0.13
62. H 0.38
63. H 0.24
64. H 0.34
65. H 0.34
66. H 0.42
67. H 0.55
68. H 0.58
69. H 0.63
70. H -0.24
71. H 0.34
72. H 0.32
73. H 0.38
74. H 0.15
75. H 0.46
76. H 0.35

=====

2.
Here is a cluster of 2 separate species, C22H40ClN4O8 in total at a distorted geometry from the OMol25 dataset. Energies are from the ωB97M-V functional and the def2-TZVPD basis.

```
75
C22H40ClN4O8 (the ωB97M-V functional and the def2-TZVPD basis)
C 6.0591 2.9443 3.4107
C 4.5854 3.1194 2.7777
Cl 3.5815 1.6681 3.3293
C 4.6021 3.2891 1.1438
C 3.2219 2.7145 0.4859
C 3.3185 1.5743 -0.6370
C 4.7010 0.9509 -1.1667
C 4.5633 -0.0161 -2.4485
O 3.9008 -1.2995 -2.1512
C 6.0859 -0.4340 -2.9213
N 6.1112 -0.7969 -4.3732
C 1.9596 1.0436 -1.2483
N 0.6498 1.5397 -0.7784
O -0.4819 1.0078 -1.3215
C 0.5418 2.5692 0.2602
C -0.9762 2.9889 0.6807
O -1.2961 2.2292 1.8703
C -1.7010 0.8684 1.5631
O -0.6182 -0.0933 1.5183
C -0.0097 -0.2998 2.8231
C 0.3823 -1.8899 2.8916
O -0.3970 -2.6104 3.8857
C 1.7823 3.2446 0.9455
N 1.7462 4.3156 1.9672
C 1.0931 3.9066 3.0643
O 0.1714 3.8676 3.9259
H 6.8570 3.5218 2.8083
H 6.0733 3.4027 4.4769
H 6.3911 1.8436 3.5405
H 4.0912 4.0564 3.2353
H 4.8351 4.3650 0.8123
H 5.4978 2.6411 0.7876
H 5.4393 1.8087 -1.4128
H 5.1604 0.3432 -0.2892
H 4.0373 0.5222 -3.3320
H 3.7417 -1.3900 -1.1827
H 6.3236 -1.3955 -2.3143
H 6.7753 0.4514 -2.6541
H 5.9097 0.0197 -4.9777
H 5.4852 -1.5862 -4.5920
H 1.8993 0.2434 -2.0914
H -0.2086 0.1091 -1.6359
H -0.9054 4.1077 0.9901
H -1.7305 2.8883 -0.1792
H -2.2519 0.8522 0.5427
H -2.4315 0.5113 2.3849
H 1.0051 0.2644 2.8994
H -0.6468 0.0408 3.7161
H 0.2375 -2.3514 1.8293
H 1.5014 -2.0544 3.1465
H 0.1391 -3.4011 4.1727
C -8.0368 -1.7416 -0.9522
O -7.2779 -2.8737 -0.5545
C -6.9399 -3.7375 -1.6425
C -5.4333 -3.6919 -1.9147
N -5.0377 -2.4064 -2.4912
C -3.5888 -2.2023 -2.5368
C -2.8441 -2.1293 -1.1920
O -3.1673 -0.9797 -0.4132
C -4.3274 -1.1225 0.3956
H -8.3741 -1.2263 -0.0512
H -7.4259 -1.0477 -1.5355
H -8.9172 -2.0416 -1.5292
H -7.5176 -3.5105 -2.5457
H -7.2046 -4.7521 -1.3307
H -5.1689 -4.4962 -2.6085
H -4.9211 -3.8746 -0.9641
H -5.4475 -1.6567 -1.9442
H -3.4232 -1.2564 -3.0615
H -3.1374 -2.9863 -3.1552
H -1.7757 -2.0389 -1.4210
H -2.9458 -3.0447 -0.6001
H -4.4739 -2.1491 0.7403
H -5.2090 -0.7684 -0.1422
H -4.2073 -0.4815 1.2718
```

Calculated values
HOMO level in eV: -10.6343
Charge: +1
Relative energy (zero: lowest compared OMol25 entry of this formula, charge and spin) in kJ/mol: 547.66
Orbital gap in eV: 6.24
Total energy in eV: -58307.2805

Charges per atom according to Mulliken partitioning, unit e:
1. C -1.15
2. C 0.24
3. Cl -0.23
4. C -0.83
5. C 0.11
6. C 0.39
7. C -0.80
8. C 0.08
9. O -0.56
10. C -0.65
11. N -0.62
12. C -0.19
13. N 0.45
14. O -0.28
15. C 0.28
16. C -0.96
17. O -0.42
18. C -0.41
19. O -0.19
20. C 0.32
21. C -0.39
22. O -0.53
23. C 0.01
24. N -0.48
25. C 0.66
26. O -0.38
27. H 0.33
28. H 0.33
29. H 0.31
30. H 0.31
31. H 0.37
32. H 0.31
33. H 0.51
34. H 0.27
35. H 0.27
36. H 0.39
37. H 0.31
38. H 0.32
39. H 0.25
40. H 0.27
41. H 0.35
42. H 0.34
43. H 0.39
44. H 0.42
45. H 0.22
46. H 0.53
47. H -0.42
48. H 0.39
49. H 0.17
50. H 0.33
51. H 0.32
52. C -0.71
53. O -0.34
54. C -0.81
55. C -0.17
56. N -0.29
57. C -0.85
58. C -0.46
59. O -0.34
60. C -0.54
61. H 0.24
62. H 0.30
63. H 0.34
64. H 0.40
65. H 0.40
66. H 0.39
67. H 0.16
68. H 0.05
69. H 0.38
70. H 0.44
71. H 0.26
72. H 0.38
73. H 0.33
74. H 0.09
75. H 0.31

=====

3.
Here is the ion C22H40N with charge +1 at a distorted geometry from the OMol25 dataset. Energies are from the ωB97M-V functional and the def2-TZVPD basis.

```
63
C22H40N (the ωB97M-V functional and the def2-TZVPD basis)
C -6.7759 -0.5731 1.2241
C -6.0877 -0.6173 -0.1350
C -5.6091 0.7541 -0.6139
C -4.5731 1.4294 0.2877
C -3.2969 0.6195 0.5213
C -2.5288 0.3339 -0.7672
C -1.1468 -0.2731 -0.5233
C -1.2035 -1.7175 -0.0269
C 0.1816 -2.2942 0.2723
C 1.0011 -2.5515 -0.9919
C 2.4034 -3.1013 -0.7208
C 3.2737 -2.2324 0.1993
C 3.3834 -0.8149 -0.3543
N 4.2495 0.1319 0.4082
C 3.8114 0.2202 1.8112
C 5.6577 -0.2992 0.3693
C 4.1605 1.4913 -0.2363
C 2.7671 2.0613 -0.3127
C 2.0047 1.8962 -1.4659
C 0.7335 2.4355 -1.5510
C 0.2065 3.1430 -0.4835
C 0.9641 3.3284 0.6605
C 2.2398 2.7977 0.7439
H -6.0792 -0.2920 2.0099
H -7.5913 0.1466 1.2132
H -7.1861 -1.5498 1.4701
H -5.2475 -1.3134 -0.0965
H -6.7934 -1.0040 -0.8738
H -5.1985 0.6505 -1.6205
H -6.4741 1.4177 -0.6854
H -5.0283 1.6452 1.2557
H -4.3046 2.3882 -0.1642
H -3.5498 -0.3161 1.0195
H -2.6505 1.1867 1.1981
H -2.4053 1.2727 -1.3132
H -3.1039 -0.3433 -1.3991
H -0.6107 0.3416 0.2074
H -0.5876 -0.2357 -1.4610
H -1.7032 -2.3377 -0.7725
H -1.7954 -1.7552 0.8880
H 0.7015 -1.5966 0.9341
H 0.0676 -3.2369 0.8108
H 1.0697 -1.6391 -1.5857
H 0.4704 -3.2844 -1.6014
H 2.9154 -3.2358 -1.6757
H 2.3147 -4.0842 -0.2565
H 4.2544 -2.7048 0.2676
H 2.8245 -2.2282 1.1912
H 2.3859 -0.3744 -0.3824
H 3.7688 -0.8632 -1.3754
H 2.7546 0.4763 1.8549
H 4.3839 0.9869 2.3303
H 3.9720 -0.7287 2.3169
H 6.2880 0.4343 0.8693
H 5.9926 -0.4036 -0.6611
H 5.7748 -1.2550 0.8745
H 4.5700 1.4001 -1.2446
H 4.8014 2.1646 0.3372
H 2.4124 1.3595 -2.3106
H 0.1576 2.3074 -2.4538
H -0.7857 3.5602 -0.5475
H 0.5674 3.8961 1.4875
H 2.8313 2.9798 1.6294
```

Calculated values
SMILES: CCCCCCCCCCCCC[N+](C)(C)Cc1ccccc1
HOMO level in eV: -12.6345
Charge: +1
Relative energy (zero: lowest compared OMol25 entry of this formula, charge and spin) in kJ/mol: 5.34
Orbital gap in eV: 10.28
Total energy in eV: -24947.8593

Charges per atom according to natural (NBO) partitioning, unit e:
1. C -0.61
2. C -0.40
3. C -0.40
4. C -0.39
5. C -0.40
6. C -0.39
7. C -0.40
8. C -0.39
9. C -0.40
10. C -0.41
11. C -0.38
12. C -0.43
13. C -0.24
14. N -0.21
15. C -0.42
16. C -0.41
17. C -0.23
18. C -0.11
19. C -0.20
20. C -0.19
21. C -0.18
22. C -0.21
23. C -0.15
24. H 0.20
25. H 0.21
26. H 0.21
27. H 0.19
28. H 0.21
29. H 0.20
30. H 0.21
31. H 0.21
32. H 0.20
33. H 0.20
34. H 0.19
35. H 0.19
36. H 0.20
37. H 0.19
38. H 0.19
39. H 0.20
40. H 0.21
41. H 0.17
42. H 0.21
43. H 0.19
44. H 0.22
45. H 0.21
46. H 0.22
47. H 0.22
48. H 0.22
49. H 0.26
50. H 0.22
51. H 0.25
52. H 0.23
53. H 0.24
54. H 0.23
55. H 0.23
56. H 0.24
57. H 0.23
58. H 0.23
59. H 0.22
60. H 0.23
61. H 0.23
62. H 0.23
63. H 0.20

=====

4.
Here is the molecule C22H40N2O from the OMol25 dataset. Energies are from the ωB97M-V functional and the def2-TZVPD basis.

```
65
C22H40N2O (the ωB97M-V functional and the def2-TZVPD basis)
C -6.9452 -0.7165 1.2158
C -6.0633 -0.4709 0.0252
C -6.5014 0.6951 -0.8090
C -4.9944 -1.2273 -0.1996
C -3.9963 -1.1218 -1.3212
N -2.6104 -0.9090 -0.9393
C -2.0197 -1.9485 -0.1235
C -0.4992 -1.7961 -0.1560
N -0.1487 -0.4759 0.3219
C 1.2516 -0.2813 0.6282
C 2.2270 -0.3536 -0.5670
C 3.6642 -0.2048 -0.1315
C 4.3371 -1.2246 0.4046
C 3.7622 -2.5914 0.6567
C 5.7702 -1.1241 0.8602
C 6.5009 0.0456 0.2205
C 5.6395 1.2890 0.3616
C 4.3029 1.1548 -0.3842
C 4.5361 1.3174 -1.8947
C 3.4043 2.3019 0.0992
C -0.7300 0.5290 -0.5414
C -2.2602 0.4194 -0.4732
C -2.7487 0.7795 0.9463
C -2.9603 2.2818 1.1318
O -4.1165 2.7620 0.4843
H -7.0013 0.1836 1.8273
H -7.9572 -0.9606 0.8933
H -6.5702 -1.5329 1.8279
H -6.3283 1.6198 -0.2574
H -5.9772 0.7505 -1.7581
H -7.5692 0.6248 -1.0109
H -4.7884 -2.0405 0.4864
H -4.2617 -0.3186 -2.0115
H -4.0158 -2.0637 -1.8854
H -2.3565 -1.9147 0.9237
H -2.2973 -2.9175 -0.5465
H -0.1549 -1.9674 -1.1908
H -0.0411 -2.5427 0.4971
H 1.5311 -1.0357 1.3676
H 1.3407 0.6974 1.1057
H 2.0909 -1.3082 -1.0784
H 1.9659 0.4301 -1.2763
H 4.3876 -3.3466 0.1792
H 3.7641 -2.7973 1.7278
H 2.7492 -2.7066 0.2896
H 5.7802 -1.0073 1.9499
H 6.2878 -2.0602 0.6354
H 7.4673 0.1979 0.7061
H 6.6877 -0.1661 -0.8330
H 5.4372 1.4503 1.4232
H 6.1721 2.1659 -0.0128
H 5.0231 2.2688 -2.0999
H 3.5960 1.2945 -2.4401
H 5.1633 0.5165 -2.2771
H 3.1782 2.1883 1.1571
H 3.9232 3.2492 -0.0372
H 2.4709 2.3516 -0.4538
H -0.4206 0.4030 -1.5934
H -0.4131 1.5155 -0.1963
H -2.6868 1.1240 -1.2004
H -2.0073 0.4306 1.6653
H -3.6965 0.2760 1.1432
H -2.0758 2.8357 0.7826
H -3.1098 2.5103 2.1898
H -4.0892 2.4725 -0.4349
```

Calculated values
SMILES: CC(C)=CCN1CCN(CCC2=C(C)CCCC2(C)C)C[C@@H]1CCO
HOMO level in eV: -8.0345
Charge: 0
Relative energy (zero: lowest compared OMol25 entry of this formula, charge and spin) in kJ/mol: 46.67
Orbital gap in eV: 8.82
Total energy in eV: -28490.2371

Charges per atom according to natural (NBO) partitioning, unit e:
1. C -0.64
2. C 0.05
3. C -0.66
4. C -0.24
5. C -0.24
6. N -0.46
7. C -0.21
8. C -0.23
9. N -0.46
10. C -0.19
11. C -0.49
12. C 0.11
13. C -0.01
14. C -0.64
15. C -0.43
16. C -0.39
17. C -0.39
18. C -0.10
19. C -0.60
20. C -0.60
21. C -0.22
22. C -0.03
23. C -0.49
24. C -0.05
25. O -0.72
26. H 0.21
27. H 0.21
28. H 0.21
29. H 0.23
30. H 0.21
31. H 0.22
32. H 0.19
33. H 0.19
34. H 0.20
35. H 0.17
36. H 0.20
37. H 0.17
38. H 0.20
39. H 0.19
40. H 0.19
41. H 0.21
42. H 0.21
43. H 0.21
44. H 0.22
45. H 0.21
46. H 0.20
47. H 0.21
48. H 0.21
49. H 0.20
50. H 0.20
51. H 0.20
52. H 0.21
53. H 0.21
54. H 0.21
55. H 0.21
56. H 0.21
57. H 0.20
58. H 0.18
59. H 0.20
60. H 0.18
61. H 0.23
62. H 0.23
63. H 0.15
64. H 0.18
65. H 0.46